Entry 1:
The following is a quantum chemistry calculation of a cluster of 3 separate species, C16H36N2O9PS2 in total at a distorted geometry, from the Open Molecules 2025 dataset.

XYZ file:
```
66
Properties=species:S:1:pos:R:3:mulliken_charge:R:1
O -2.994 1.378 2.340 -0.669
S -1.902 0.452 2.123 1.250
O -0.544 0.973 1.947 -0.666
O -1.910 -0.536 3.360 -0.499
C -2.238 -0.580 0.688 0.104
C -3.471 -0.112 -0.142 -0.705
C -3.408 -0.558 -1.627 -0.891
C -2.570 0.343 -2.556 -1.015
C -1.048 0.160 -2.633 0.119
C -0.333 1.177 -1.698 -1.059
N 0.872 0.673 -0.932 0.129
C 1.363 -0.732 -1.194 -0.967
C 0.841 -1.287 -2.522 -0.182
P 1.443 -3.041 -2.768 0.376
O 0.127 -3.903 -3.141 -0.529
O 1.856 -3.547 -1.279 -0.366
S 2.844 -3.178 -4.042 -0.382
N -0.630 -1.225 -2.503 -0.297
H -1.159 -1.143 3.348 0.375
H -1.298 -0.594 0.116 -0.712
H -2.414 -1.603 1.052 0.619
H -4.357 -0.549 0.339 0.500
H -3.615 0.976 -0.089 0.380
H -4.432 -0.504 -2.020 0.395
H -3.124 -1.620 -1.687 0.293
H -2.761 1.391 -2.280 0.240
H -2.950 0.223 -3.576 0.542
H -0.763 0.434 -3.657 0.546
H -0.020 2.040 -2.292 0.370
H -1.020 1.588 -0.950 0.217
H 1.638 1.315 -1.124 0.552
H 0.670 0.770 0.075 0.367
H 0.983 -1.365 -0.377 0.444
H 2.454 -0.743 -1.099 0.548
H 1.233 -0.720 -3.373 0.483
H -0.621 -3.781 -2.554 0.383
H 1.105 -3.945 -0.832 0.378
H -0.932 -1.615 -1.614 0.345
O -1.250 4.042 -2.114 -0.571
C -1.113 4.784 -1.171 0.974
O -0.561 4.288 -0.050 -0.414
C -0.200 5.130 1.066 -0.476
C -1.370 5.393 1.986 -0.921
C -1.591 6.209 -1.200 -1.286
H 0.256 6.051 0.704 0.389
H 0.575 4.570 1.586 0.358
H -2.164 5.944 1.481 0.278
H -1.043 5.977 2.846 0.389
H -1.789 4.454 2.342 0.232
H -2.643 6.220 -0.917 0.312
H -1.503 6.574 -2.220 0.346
H -1.041 6.876 -0.542 0.379
O 0.958 -2.760 3.087 -0.571
C 2.115 -3.115 2.989 0.802
O 2.664 -3.123 1.763 -0.313
C 4.059 -3.379 1.513 -0.430
C 4.357 -4.859 1.420 -1.030
C 2.905 -3.606 4.174 -1.126
H 4.674 -2.877 2.260 0.422
H 4.254 -2.897 0.557 0.284
H 4.157 -5.372 2.360 0.301
H 5.405 -5.012 1.163 0.385
H 3.740 -5.318 0.647 0.292
H 2.700 -4.668 4.304 0.295
H 2.557 -3.076 5.056 0.323
H 3.978 -3.463 4.083 0.364
```

The highest occupied orbital energy comes out at -11.73 eV. The calculation puts the HOMO-LUMO gap at 9.0460 eV. The calculated total energy comes out at -2555.51096 Ha. Its net charge is +1. The energy above the lowest of the compared OMol25 structures with the same formula, charge and spin is 0.0000 eV.

Entry 2:
The following is a quantum chemistry calculation of a cluster of 3 separate species, C16H36N5O in total at a distorted geometry, from the Open Molecules 2025 dataset.

XYZ file:
```
58
Properties=species:S:1:pos:R:3:mulliken_charge:R:1
N 4.190 -4.454 5.103 -0.281
C 3.391 -3.656 4.982 0.370
O 2.280 -2.984 4.531 -0.083
N 1.873 -2.172 5.596 -0.212
C 0.447 -1.987 5.605 0.090
N -0.060 -0.906 4.969 -0.243
N -0.256 -2.887 6.294 0.038
C -1.605 -3.186 5.736 -0.479
C -1.629 -3.448 4.203 -0.140
N -0.795 -4.170 3.573 -0.496
H 2.344 -1.261 5.591 0.323
H -0.191 -0.948 3.956 0.160
H -0.278 -0.019 5.419 0.224
H 0.290 -3.726 6.511 0.378
H -1.951 -4.130 6.238 0.385
H -2.361 -2.415 6.033 0.279
H -2.432 -2.925 3.610 0.378
H -1.095 -4.133 2.587 0.301
C 0.111 4.514 -0.140 -1.403
C -0.485 3.219 -0.679 0.146
C -1.218 2.399 0.382 -0.898
C -0.347 1.904 1.537 -0.529
C 0.851 1.046 1.128 -0.477
C 0.455 -0.253 0.434 -0.724
H 0.872 4.324 0.620 0.291
H 0.585 5.076 -0.947 0.424
H -0.664 5.146 0.300 0.307
H 0.301 2.621 -1.150 -0.060
H -1.196 3.469 -1.473 0.365
H -1.699 1.544 -0.105 0.311
H -2.032 3.003 0.797 0.399
H -0.980 1.327 2.225 0.258
H 0.016 2.761 2.113 0.363
H 1.423 0.797 2.029 0.321
H 1.527 1.614 0.484 0.355
H -0.195 -0.858 1.076 0.209
H 1.343 -0.845 0.202 0.431
H -0.069 -0.066 -0.505 -0.077
C 0.734 1.773 -6.768 -1.208
C -0.517 1.480 -5.947 -0.589
C -0.248 1.380 -4.446 -0.425
C 0.694 0.248 -4.025 -0.464
C 0.256 -1.155 -4.442 -0.462
C -1.069 -1.583 -3.821 -1.038
H 1.470 0.971 -6.683 0.291
H 0.478 1.874 -7.824 0.381
H 1.203 2.706 -6.445 0.295
H -0.991 0.565 -6.314 0.282
H -1.238 2.286 -6.115 0.359
H -1.204 1.270 -3.924 0.341
H 0.177 2.328 -4.097 0.347
H 0.802 0.277 -2.934 0.037
H 1.693 0.438 -4.429 0.391
H 1.029 -1.864 -4.132 0.366
H 0.191 -1.229 -5.531 0.275
H -1.016 -1.553 -2.729 0.147
H -1.313 -2.606 -4.117 0.392
H -1.892 -0.943 -4.143 0.282
```

The highest occupied orbital energy comes out at -12.42 eV. The calculation puts the HOMO-LUMO gap at 6.5349 eV. The calculated total energy comes out at -979.83456 Ha. Its net charge is +1.